Entry 1:
# C3H6GdO3

A molecular structure, C3H6GdO3 at a distorted geometry (the ωB97M-V functional and the def2-TZVPD basis, the Open Molecules 2025 dataset).

CARTESIAN COORDINATES (ANGSTROEM)
1 O -0.9924 -1.2522 -1.5295
2 C -0.6292 -1.7079 -0.3932
3 C 0.3605 -0.8025 0.3514
4 O 0.1457 0.5490 -0.0198
5 C 1.1546 1.4614 0.3858
6 Gd -1.6392 0.9421 -1.7342
7 H 1.3806 -1.1206 0.0861
8 H 0.2507 -0.8903 1.4432
9 H 0.6477 2.3818 0.6949
10 H 1.7340 1.0273 1.2126
11 H 1.8131 1.6892 -0.4646
12 O -1.3771 -2.4091 0.3094
13 H -2.8490 0.1319 -0.3419

As for the LUMO energy (alpha / beta): -6.526 / -5.530 eV. The net charge is +1. The calculation puts the calculated total energy at -1108.94416 Eh. Its spin multiplicity is 8. The calculation puts the HOMO-LUMO gap (alpha / beta) at 0.240 / 0.277 hartree.

Calculated atomic charges, method Löwdin, unit e: number 1, O, carries -0.272; number 2, C, carries -0.622; number 3, C, carries -0.120; number 4, O, carries -0.401; number 5, C, carries -0.055; number 6, Gd, carries 1.778; number 7, H, carries 0.148; number 8, H, carries 0.154; number 9, H, carries 0.101; number 10, H, carries 0.115; number 11, H, carries 0.106; number 12, O, carries 0.070; number 13, H, carries -0.001

=====

Entry 2:
# C3H6I2N

A molecular structure, C3H6I2N (the ωB97M-V functional and the def2-TZVPD basis, the Open Molecules 2025 dataset).

CARTESIAN COORDINATES (ANGSTROEM)
1 C 0.8770 -0.1847 -1.2794
2 C -1.0748 0.5684 2.5258
3 C -0.9742 -0.3190 1.5593
4 N 1.0776 0.2046 -2.4999
5 I -1.7020 0.1191 -0.4146
6 I -0.1537 -2.2483 1.7755
7 H 0.8135 -1.2479 -1.0808
8 H 1.1716 0.4647 -0.4671
9 H -1.5279 1.5359 2.3796
10 H -0.7063 0.3495 3.5164
11 H 1.2689 1.1748 -2.7267
12 H 0.9305 -0.4172 -3.2880

As for the LUMO energy: -4.817 eV. Its relative energy (zero: lowest compared OMol25 entry of this formula, charge and spin) is 0.0000 eV. The net charge is +1. The calculation puts the calculated total energy at -767.73425 Eh. The calculation puts the HOMO-LUMO gap at 0.300 hartree.

Calculated atomic charges, method Löwdin, unit e: number 1, C, carries -0.180; number 2, C, carries -0.157; number 3, C, carries -1.240; number 4, N, carries 0.123; number 5, I, carries 1.037; number 6, I, carries 0.857; number 7, H, carries 0.046; number 8, H, carries 0.086; number 9, H, carries 0.062; number 10, H, carries 0.068; number 11, H, carries 0.148; number 12, H, carries 0.149

=====

Entry 3:
# C3H6I2N2O

A single C3H6I2N2O molecule at a distorted geometry (the ωB97M-V functional and the def2-TZVPD basis, the Open Molecules 2025 dataset).

CARTESIAN COORDINATES (ANGSTROEM)
1 H 0.6273 -1.3649 2.1425
2 N 0.6531 -0.3585 1.9009
3 C 0.1400 -0.0030 0.8087
4 C 0.0618 1.5531 0.5361
5 C -0.1646 -0.9060 -0.4365
6 O -0.5180 -0.1694 -1.5452
7 I 1.7300 -2.1556 -0.7551
8 N -1.1229 -1.9457 -0.1787
9 I -3.0393 -1.1934 0.1799
10 H -0.9112 1.8845 0.9972
11 H 0.9105 2.0138 1.1760
12 H 0.2367 1.8075 -0.4461
13 H -0.5956 -0.7194 -2.2999
14 H -1.1261 -2.3912 -1.0184

As for the LUMO energy: -0.885 eV. Its relative energy (zero: lowest compared OMol25 entry of this formula, charge and spin) is 1.1026 eV. Its structure (SMILES) is [H]/N=C(/C)[C@@](O)(I)NI. The calculation puts the calculated total energy at -897.98329 Eh. The calculation puts the HOMO-LUMO gap at 0.316 hartree.

Calculated atomic charges, method Löwdin, unit e: number 1, H, carries 0.062; number 2, N, carries 0.126; number 3, C, carries -0.465; number 4, C, carries -0.028; number 5, C, carries -0.948; number 6, O, carries -0.081; number 7, I, carries 0.758; number 8, N, carries -0.475; number 9, I, carries 0.806; number 10, H, carries 0.090; number 11, H, carries 0.107; number 12, H, carries 0.023; number 13, H, carries 0.079; number 14, H, carries -0.055

=====

Entry 4:
# C3H6I2N4

2 unconnected molecules or ions with the total composition C3H6I2N4 at a distorted geometry (the ωB97M-V functional and the def2-TZVPD basis, the Open Molecules 2025 dataset).

CARTESIAN COORDINATES (ANGSTROEM)
1 C -1.1906 0.7442 0.5017
2 C -0.0017 0.3554 -1.7625
3 C -1.0341 -0.6382 1.2240
4 N -0.8665 1.7175 1.4182
5 N 0.3181 2.1002 1.2052
6 N -0.0406 0.8910 -0.5691
7 N 0.8574 1.7128 0.0993
8 I -1.5408 -2.2245 -0.1515
9 I 3.1704 -1.5715 -0.6099
10 H -2.0538 0.9944 -0.1186
11 H -0.9630 -0.1463 -2.0764
12 H 0.9628 0.2873 -2.3147
13 H 3.9992 -2.9737 -0.5293
14 H -1.6888 -0.6494 2.1564
15 H 0.0720 -0.5991 1.5270

As for the LUMO energy: -0.470 eV. Its relative energy (zero: lowest compared OMol25 entry of this formula, charge and spin) is 0.0000 eV. The calculation puts the calculated total energy at -932.17305 Eh. The calculation puts the HOMO-LUMO gap at 0.299 hartree.

Calculated atomic charges, method Löwdin, unit e: number 1, C, carries -0.433; number 2, C, carries 0.003; number 3, C, carries -0.564; number 4, N, carries -0.029; number 5, N, carries -0.067; number 6, N, carries -0.142; number 7, N, carries -0.007; number 8, I, carries 0.775; number 9, I, carries 0.372; number 10, H, carries 0.136; number 11, H, carries 0.047; number 12, H, carries 0.078; number 13, H, carries -0.325; number 14, H, carries 0.076; number 15, H, carries 0.080

=====

Entry 5:
# C3H6I2O

2 unconnected molecules or ions with the total composition C3H6I2O at a distorted geometry (the ωB97M-V functional and the def2-TZVPD basis, the Open Molecules 2025 dataset).

CARTESIAN COORDINATES (ANGSTROEM)
1 C -0.2953 1.2281 -0.5221
2 C 0.4955 -1.1984 -0.1780
3 C -0.1076 0.0063 0.3186
4 O 0.0190 0.0770 1.6478
5 I 2.7360 -0.9417 -0.2088
6 I -2.8021 -0.9978 -0.2148
7 H -0.6163 2.0639 0.1183
8 H -0.8337 0.8736 -1.4450
9 H 0.5935 1.7354 -0.7915
10 H 0.5352 -2.1155 0.3762
11 H 0.4211 -1.6047 -1.2268
12 H -0.1452 0.8738 2.1262

As for the LUMO energy (alpha / beta): -1.816 / -1.816 eV. Its relative energy (zero: lowest compared OMol25 entry of this formula, charge and spin) is 1.4479 eV. The calculation puts the calculated total energy at -788.47527 Eh. The calculation puts the HOMO-LUMO gap (alpha / beta) at 0.247 / 0.247 hartree.

Calculated atomic charges, method Löwdin, unit e: number 1, C, carries -0.098; number 2, C, carries -0.564; number 3, C, carries -0.640; number 4, O, carries 0.050; number 5, I, carries 0.700; number 6, I, carries 0.080; number 7, H, carries 0.103; number 8, H, carries 0.079; number 9, H, carries 0.066; number 10, H, carries 0.031; number 11, H, carries 0.067; number 12, H, carries 0.126

=====

Entry 6:
# C3H6IN

A single C3H6IN molecule at a distorted geometry (the ωB97M-V functional and the def2-TZVPD basis, the Open Molecules 2025 dataset).

CARTESIAN COORDINATES (ANGSTROEM)
1 C 0.1879 1.8159 -0.0249
2 N 0.3455 0.4003 -0.0353
3 C -0.5656 -0.4624 0.0095
4 C -0.2169 -1.8888 -0.0233
5 I -2.6501 0.1157 0.0051
6 H -0.3710 2.1313 -0.9476
7 H 1.1965 2.2415 -0.0572
8 H -0.3090 2.2525 0.9611
9 H 0.0778 -2.2578 1.0143
10 H -0.9445 -2.6082 -0.5068
11 H 0.7269 -1.8012 -0.6792

As for the LUMO energy: 0.556 eV. Its relative energy (zero: lowest compared OMol25 entry of this formula, charge and spin) is 0.0000 eV. Its structure (SMILES) is C/N=C(/C)I. The calculation puts the calculated total energy at -470.32281 Eh. The calculation puts the HOMO-LUMO gap at 0.370 hartree.

Calculated atomic charges, method Löwdin, unit e: number 1, C, carries -0.200; number 2, N, carries -0.084; number 3, C, carries -0.832; number 4, C, carries -0.155; number 5, I, carries 0.737; number 6, H, carries 0.076; number 7, H, carries 0.062; number 8, H, carries 0.112; number 9, H, carries 0.101; number 10, H, carries 0.080; number 11, H, carries 0.104

=====

Entry 7:
# C3H6IN2

2 unconnected molecules or ions with the total composition C3H6IN2 at a distorted geometry (the ωB97M-V functional and the def2-TZVPD basis, the Open Molecules 2025 dataset).

CARTESIAN COORDINATES (ANGSTROEM)
1 C 0.5629 -0.9333 0.1330
2 C -1.5969 0.8960 0.0008
3 C 1.9949 -1.3138 -0.0953
4 N 0.2507 0.1417 -0.3819
5 N -1.6975 2.1569 -0.1049
6 I -3.0421 -0.4712 0.4375
7 H -0.0560 -1.6071 0.7268
8 H 2.5139 -0.5273 -0.6412
9 H 2.4676 -1.4592 0.8753
10 H 2.0498 -2.2450 -0.6566
11 H -0.8699 2.7065 -0.3346
12 H -2.5774 2.6559 0.0410

As for the LUMO energy: -4.619 eV. Its relative energy (zero: lowest compared OMol25 entry of this formula, charge and spin) is 2.8869 eV. The net charge is +1. The calculation puts the calculated total energy at -524.75189 Eh. The calculation puts the HOMO-LUMO gap at 0.344 hartree.

Calculated atomic charges, method Löwdin, unit e: number 1, C, carries -0.283; number 2, C, carries -0.670; number 3, C, carries -0.042; number 4, N, carries 0.149; number 5, N, carries 0.119; number 6, I, carries 1.046; number 7, H, carries 0.109; number 8, H, carries 0.088; number 9, H, carries 0.095; number 10, H, carries 0.094; number 11, H, carries 0.151; number 12, H, carries 0.145

=====

Entry 8:
# C3H6IN3

A single C3H6IN3 molecule at a distorted geometry (the ωB97M-V functional and the def2-TZVPD basis, the Open Molecules 2025 dataset).

CARTESIAN COORDINATES (ANGSTROEM)
1 C -0.0389 -0.7101 1.6242
2 C 0.0043 0.8348 -0.5733
3 C -0.6307 0.1038 -1.8163
4 N -0.7956 0.6769 1.5410
5 N -0.7203 1.2247 0.4692
6 N 0.9017 -0.8710 0.4953
7 I 2.9140 -0.3880 0.7974
8 H 0.2822 -0.8076 2.6113
9 H -0.7301 -1.4492 1.4612
10 H 0.8961 1.4352 -0.6908
11 H -1.6095 0.4928 -1.8864
12 H -0.5609 -0.8872 -1.4426
13 H 0.0876 0.3449 -2.5901

As for the LUMO energy: 0.031 eV. Its relative energy (zero: lowest compared OMol25 entry of this formula, charge and spin) is 1.8376 eV. The calculation puts the calculated total energy at -579.70521 Eh. The calculation puts the HOMO-LUMO gap at 0.312 hartree.

Calculated atomic charges, method Löwdin, unit e: number 1, C, carries -0.325; number 2, C, carries -0.195; number 3, C, carries -0.012; number 4, N, carries 0.078; number 5, N, carries -0.016; number 6, N, carries -0.535; number 7, I, carries 0.598; number 8, H, carries 0.065; number 9, H, carries 0.065; number 10, H, carries 0.085; number 11, H, carries 0.061; number 12, H, carries 0.052; number 13, H, carries 0.078

=====

Entry 9:
# C3H6INO

3 unconnected molecules or ions with the total composition C3H6INO at a distorted geometry (the ωB97M-V functional and the def2-TZVPD basis, the Open Molecules 2025 dataset).

CARTESIAN COORDINATES (ANGSTROEM)
1 C 1.4183 2.2011 -0.3840
2 C 1.2920 -1.5026 -0.1867
3 C 0.2365 -0.5515 0.1406
4 N 0.6077 2.9438 0.0040
5 O -0.8886 -0.7566 0.4988
6 I -4.6936 -0.2392 -0.2993
7 H 1.9317 -1.8720 0.6257
8 H 0.8993 -2.4854 -0.5184
9 H 1.9893 -1.1115 -0.9105
10 H 0.6783 0.5558 0.2712
11 H 0.0189 3.6511 0.4094
12 H -3.4897 -0.8331 0.3492

As for the LUMO energy: 0.880 eV. Its relative energy (zero: lowest compared OMol25 entry of this formula, charge and spin) is 2.1747 eV. The calculation puts the calculated total energy at -545.50185 Eh. The calculation puts the HOMO-LUMO gap at 0.381 hartree.

Calculated atomic charges, method Löwdin, unit e: number 1, C, carries -0.046; number 2, C, carries -0.066; number 3, C, carries -0.354; number 4, N, carries 0.070; number 5, O, carries 0.014; number 6, I, carries 0.476; number 7, H, carries 0.093; number 8, H, carries 0.092; number 9, H, carries 0.070; number 10, H, carries 0.040; number 11, H, carries 0.088; number 12, H, carries -0.477

=====

Entry 10:
# C3H6INOS

A single C3H6INOS molecule at a distorted geometry (the ωB97M-V functional and the def2-TZVPD basis, the Open Molecules 2025 dataset).

CARTESIAN COORDINATES (ANGSTROEM)
1 C 0.5324 1.1182 1.0200
2 C -0.2593 -0.2993 -0.9846
3 C 0.8901 0.2832 -0.0921
4 N -1.9887 -0.7156 0.5314
5 O -1.0059 -1.2157 -0.2629
6 S 2.2573 -1.0602 0.0667
7 I -3.4976 0.5158 -0.1362
8 H 0.7406 0.7548 2.0697
9 H -0.0242 2.0701 0.9763
10 H -1.0421 0.5265 -1.4008
11 H 0.2811 -0.8591 -1.9068
12 H 1.4817 1.0170 -0.8053
13 H 1.6347 -2.1357 0.9247

As for the LUMO energy (alpha / beta): -0.802 / -0.420 eV. Its relative energy (zero: lowest compared OMol25 entry of this formula, charge and spin) is 6.6763 eV. The calculation puts the calculated total energy at -943.54292 Eh. The calculation puts the HOMO-LUMO gap (alpha / beta) at 0.285 / 0.320 hartree.

Calculated atomic charges, method Löwdin, unit e: number 1, C, carries -0.021; number 2, C, carries -0.328; number 3, C, carries -0.709; number 4, N, carries -0.439; number 5, O, carries -0.296; number 6, S, carries 0.632; number 7, I, carries 0.701; number 8, H, carries 0.076; number 9, H, carries 0.069; number 10, H, carries 0.086; number 11, H, carries 0.151; number 12, H, carries 0.130; number 13, H, carries -0.051

=====

Entry 11:
# C3H6INS2

A single C3H6INS2 molecule at a distorted geometry (the ωB97M-V functional and the def2-TZVPD basis, the Open Molecules 2025 dataset).

CARTESIAN COORDINATES (ANGSTROEM)
1 C 2.4789 -1.9529 -0.5073
2 C -0.2825 0.7116 -0.0687
3 C 0.1512 -0.3555 -0.9247
4 N 1.2722 -0.9895 -0.3782
5 S 3.5639 -1.9523 0.7112
6 S -1.3910 0.1554 1.2759
7 I 4.9521 0.0599 0.1691
8 H 2.5585 -2.3745 -1.4773
9 H -1.0941 1.3122 -0.5980
10 H 0.4231 1.4162 0.2077
11 H -0.1181 -0.5010 -1.9607
12 H 1.4763 -0.6126 0.6600
13 H -1.2375 -1.0640 0.7949

As for the LUMO energy (alpha / beta): -1.329 / -1.148 eV. Its relative energy (zero: lowest compared OMol25 entry of this formula, charge and spin) is 1.6972 eV. The calculation puts the calculated total energy at -1266.60684 Eh. The calculation puts the HOMO-LUMO gap (alpha / beta) at 0.231 / 0.240 hartree.

Calculated atomic charges, method Löwdin, unit e: number 1, C, carries -0.710; number 2, C, carries -0.580; number 3, C, carries -0.151; number 4, N, carries -0.024; number 5, S, carries 0.296; number 6, S, carries 0.721; number 7, I, carries 0.174; number 8, H, carries 0.028; number 9, H, carries 0.083; number 10, H, carries 0.055; number 11, H, carries 0.122; number 12, H, carries 0.136; number 13, H, carries -0.152

=====

Entry 12:
# C3H6IrO3

A molecular structure, C3H6IrO3 at a distorted geometry (the ωB97M-V functional and the def2-TZVPD basis, the Open Molecules 2025 dataset).

CARTESIAN COORDINATES (ANGSTROEM)
1 C -1.4529 -0.1342 -0.7711
2 C -0.2510 -0.6264 -0.5225
3 O 0.8772 0.2271 -0.5573
4 C 2.0444 -0.2486 -0.9725
5 O 2.8095 0.8342 -0.8656
6 Ir 1.4217 2.1707 -0.1938
7 H -2.3004 -0.8148 -0.7027
8 H -1.6336 0.8883 -1.1040
9 H 0.0250 -1.6656 -0.3559
10 H 3.7418 0.6956 -1.0933
11 H -1.5204 -1.1940 2.4874
12 O -1.4326 -0.2418 2.3158
13 H -2.3287 0.1094 2.3355

As for the LUMO energy (alpha / beta): -15.937 / -18.098 eV. Its relative energy (zero: lowest compared OMol25 entry of this formula, charge and spin) is 0.0000 eV. The net charge is +3. The calculation puts the calculated total energy at -446.25735 Eh. Its spin multiplicity is 5. The calculation puts the HOMO-LUMO gap (alpha / beta) at 0.310 / 0.211 hartree.

Calculated atomic charges, method Löwdin, unit e: number 1, C, carries 0.238; number 2, C, carries -0.021; number 3, O, carries -0.201; number 4, C, carries 0.050; number 5, O, carries -0.007; number 6, Ir, carries 1.724; number 7, H, carries 0.144; number 8, H, carries 0.129; number 9, H, carries 0.181; number 10, H, carries 0.204; number 11, H, carries 0.148; number 12, O, carries 0.278; number 13, H, carries 0.135

=====

Question: calculated total energy of number 4 (C3H6I2N4)?
Answer: -932.17305 Eh